C19H57FeO10S9 as an isolated structure at a distorted geometry, computed with ωB97M-V/def2-TZVPD.

Atoms and positions in Å:
Fe 12.39155 8.23101 12.99059
C 11.87424 10.52630 11.26164
O 12.66800 9.85102 12.29922
H 11.24410 9.84453 10.68431
H 11.12932 11.20132 11.69133
H 12.64083 10.99287 10.58997
C 11.97419 17.61912 8.04254
S 12.65742 17.54106 9.70654
O 13.07859 16.07240 9.73716
C 14.12154 18.55000 9.32725
H 11.78176 18.61948 7.65538
H 11.03465 17.08879 8.03292
H 12.67416 17.08139 7.51176
H 14.54101 18.05807 8.42509
H 14.80292 18.42337 10.14136
H 13.87698 19.53321 9.05004
C 10.44859 14.94124 11.75594
S 11.01890 14.68061 13.44864
O 10.66065 13.27444 13.78282
C 12.77777 14.60126 13.08910
H 9.34065 14.95722 11.70731
H 10.92386 14.20656 11.14898
H 10.85554 15.90240 11.36037
H 13.00136 13.86463 12.30444
H 13.18349 14.33436 14.05840
H 13.16635 15.55161 12.64864
C 9.24026 4.96000 12.93717
S 9.72436 6.59754 12.90244
O 11.24124 6.73045 12.43328
C 9.01620 7.19082 11.40562
H 8.16209 5.07643 13.08446
H 9.70793 4.48454 13.79690
H 9.42719 4.45737 11.99403
H 7.92041 7.24403 11.56156
H 9.31981 6.57086 10.59447
H 9.38683 8.23953 11.24030
C 14.41206 6.46280 16.42506
S 14.56041 6.66154 14.58612
O 13.56801 7.81117 14.41786
C 16.10368 7.43216 14.12790
H 13.50265 5.92270 16.62124
H 14.42671 7.50297 16.76651
H 15.29256 5.97219 16.86479
H 16.25045 8.20436 14.87768
H 15.88832 7.87531 13.14582
H 16.91452 6.74103 14.13961
C 6.42297 9.89847 7.59427
S 7.10529 11.07254 8.86725
O 8.43961 10.49783 9.12358
C 7.36676 12.46867 7.71394
H 5.45630 10.12432 7.07837
H 6.38421 8.97575 8.22562
H 7.31943 9.91262 6.94678
H 6.43055 13.06189 7.39244
H 7.90186 12.02823 6.86051
H 8.06643 13.16320 8.18309
C 15.73889 11.82276 6.64630
S 15.18203 12.45823 8.19242
O 14.42592 11.29976 8.76313
C 14.00118 13.70452 7.46419
H 16.62528 11.12775 6.69105
H 16.20185 12.69893 6.06570
H 14.92125 11.33956 6.15334
H 14.62659 14.51220 7.06159
H 13.44864 14.13101 8.31310
H 13.32212 13.33134 6.73914
C 17.74479 10.93474 10.09090
S 18.11908 9.63042 11.36619
O 17.02905 8.58488 11.17142
C 19.57824 8.93775 10.62504
H 17.80015 10.45879 9.13741
H 18.48321 11.74050 9.95134
H 16.74746 11.39900 10.21258
H 20.27643 9.81066 10.63932
H 19.29943 8.51682 9.69018
H 19.78807 8.15489 11.38913
C 12.29301 10.58658 15.66508
S 10.92791 10.20156 14.74901
O 10.96151 8.66033 14.41214
C 9.79172 10.37606 16.13147
H 12.36804 10.01700 16.62360
H 12.33464 11.68236 15.98829
H 13.20200 10.24418 15.09107
H 8.93841 9.72781 15.84054
H 9.50350 11.44942 16.18496
H 10.29814 10.08303 17.06539
C 15.10314 4.93119 10.67470
S 13.88832 6.23786 10.36201
O 13.91822 7.21970 11.59505
C 14.80016 7.13090 9.13361
H 16.05802 5.40586 10.85844
H 15.08415 4.36447 9.73036
H 14.84750 4.28843 11.53737
H 15.77353 7.43575 9.60397
H 14.18724 8.02387 9.05552
H 14.91560 6.58440 8.17755

Output
Expectation value of S²   8.761
HOMO energy (spin up / spin down)   -12.45 / -12.45 eV
DFT total energy   -172986.9344 eV
Gap between HOMO and LUMO (spin up / spin down)   0.3229 / 0.2695 hartree
Max |F|   4.3 eV/A
2S+1   6
Charge   +2
LUMO energy (spin up / spin down)   -3.7 / -5.1 eV

=====

One molecule with the formula C4H9ClN2 at a distorted geometry, computed with ωB97M-V/def2-TZVPD.

Atoms and positions in Å:
C -2.00532 -0.70985 0.40192
N -1.30486 -0.18232 -0.76752
C -0.20008 0.40409 -0.67394
C 0.48507 1.23346 -1.66301
N 0.40442 0.25043 0.64472
C 1.15762 -0.92189 0.92998
Cl 1.25068 1.73381 1.15141
H -1.33974 -1.52256 0.83510
H -3.06460 -1.11477 0.11677
H -1.84029 -0.02158 1.22314
H 0.58089 2.27671 -1.23868
H 0.02928 1.17928 -2.63793
H 1.60267 1.00433 -1.73834
H 2.25337 -0.79378 0.79392
H 1.23886 -1.01588 2.12042
H 0.75204 -1.79949 0.50205

Output
HOMO energy   -9.10 eV
DFT total energy   -19793.9076 eV
Gap between HOMO and LUMO   0.3604 hartree
Energy above the lowest of the compared OMol25 structures with the same formula, charge and spin   2.021 eV
Max |F|   4.9 eV/A
SMILES   C/N=C(/C)N(C)Cl
LUMO energy   0.7 eV

=====

One molecule with the formula C15H23O3P at a distorted geometry, computed with ωB97M-V/def2-TZVPD.

Atoms and positions in Å:
C -1.38321 -3.96962 1.42455
C -1.93758 -3.19549 0.23432
C -1.59490 -1.70593 0.27360
C -0.10633 -1.42878 0.11222
P 0.18128 0.38899 0.27674
O -0.47724 0.90347 1.48585
C -0.35662 1.30174 -1.24935
C -1.39009 2.36993 -0.91538
C -2.77845 1.78471 -0.68116
C -3.80168 2.87070 -0.37453
C 2.00381 0.60007 0.44411
C 2.35521 1.31355 1.58318
C 3.67764 1.52870 1.92824
C 4.68791 1.00607 1.13747
C 4.35921 0.28809 0.00482
C 3.02731 0.08912 -0.35974
C 2.81285 -0.65802 -1.61487
O 3.63745 -1.36242 -2.14238
O 1.60515 -0.46028 -2.16323
H -1.74049 -4.99676 1.40520
H -0.29644 -3.99126 1.40873
H -1.70500 -3.51113 2.35674
H -1.55667 -3.63170 -0.69282
H -3.02527 -3.29687 0.22369
H -2.13706 -1.19696 -0.52802
H -1.92693 -1.27759 1.22166
H 0.45922 -1.87434 0.93548
H 0.26282 -1.83237 -0.82652
H 0.53327 1.76069 -1.68312
H -0.75251 0.59152 -1.97564
H -1.07431 2.89808 -0.01359
H -1.43417 3.09375 -1.73417
H -2.72465 1.09065 0.15788
H -3.09443 1.22761 -1.56798
H -3.87097 3.57748 -1.19946
H -3.51503 3.41556 0.52148
H -4.78464 2.43501 -0.21198
H 1.55735 1.69210 2.20500
H 3.91805 2.09414 2.81632
H 5.72385 1.15534 1.40173
H 5.12539 -0.13260 -0.62944
H 1.53688 -0.95498 -2.99559

Output
HOMO energy   -9.77 eV
DFT total energy   -31361.4780 eV
Gap between HOMO and LUMO   0.3644 hartree
Energy above the lowest of the compared OMol25 structures with the same formula, charge and spin   0.140 eV
Max |F|   1.6 eV/A
SMILES   CCCCP(=O)(CCCC)c1ccccc1C(=O)O
LUMO energy   0.1 eV

=====

A 3-piece molecular cluster, C27H42BrF7N2O11PS overall, computed with ωB97M-V/def2-TZVPD.

Atoms and positions in Å:
C -6.78718 -0.42251 -3.33293
N -5.98764 -1.11831 -2.30988
C -4.66975 -1.61034 -2.72793
C -3.53582 -0.93834 -1.98635
C -3.45682 -1.11042 -0.61750
C -4.46386 -2.00202 0.08212
O -4.49197 -3.19059 -0.06404
O -5.24496 -1.23435 0.85446
Br -6.14448 -2.08467 2.20449
C -2.46369 -0.48007 0.14369
P -2.48592 -0.77143 1.98770
O -3.18496 0.28038 2.74168
C -1.55551 0.28461 -0.51680
S -0.32419 1.17582 0.43172
O -0.66439 1.07866 1.79547
O 0.96610 0.87425 -0.05630
F -0.71519 2.60905 -0.03934
N -1.57858 0.41050 -1.88046
C -0.54245 1.16367 -2.64685
C 0.39066 0.25228 -3.47908
C 1.73761 -0.09586 -2.85376
C 2.79661 -0.45368 -3.88547
C 4.17866 -0.62270 -3.22115
C 5.03756 0.66132 -3.20619
C 5.27105 1.28064 -1.81914
C 4.40819 2.48551 -1.54225
O 4.85236 3.10212 -0.35173
C 3.97623 4.08425 0.14423
C -2.56566 -0.15892 -2.60904
C -2.66482 0.06997 -4.08697
C -3.86017 1.02516 -4.39353
O -4.28148 1.75516 -3.25076
H -6.43842 -0.66592 -4.33250
H -7.81808 -0.76637 -3.27038
H -6.79894 0.65479 -3.17797
H -5.89135 -0.50220 -1.51573
H -4.58855 -2.66838 -2.47174
H -4.57614 -1.55177 -3.80603
H -1.15201 -1.02824 2.30524
H -3.10423 -2.02778 2.07088
H 0.05244 1.78886 -2.00466
H -1.06453 1.83346 -3.32111
H 0.57177 0.78352 -4.41582
H -0.15245 -0.65438 -3.74450
H 1.61307 -0.92346 -2.15343
H 2.08919 0.74900 -2.26657
H 2.51960 -1.35602 -4.43030
H 2.85721 0.36502 -4.60543
H 3.99271 -0.90216 -2.18185
H 4.70746 -1.45746 -3.67193
H 6.01131 0.40975 -3.62200
H 4.60391 1.39304 -3.88956
H 6.30170 1.62776 -1.77841
H 5.17655 0.53049 -1.03567
H 4.48388 3.19742 -2.37322
H 3.34600 2.22634 -1.43084
H 4.55916 4.91424 0.53760
H 3.32289 4.48379 -0.63584
H 3.35633 3.68588 0.95196
H -2.82349 -0.89693 -4.56000
H -1.77102 0.47710 -4.52992
H -3.54732 1.72067 -5.16952
H -4.70688 0.46143 -4.76583
H -3.77610 2.57070 -3.19871
C -4.77142 1.23770 6.32419
C -4.91803 -0.24937 6.09669
O -5.45399 -0.91503 7.25809
C -6.77077 -0.87698 7.38608
O -7.55438 -0.37243 6.63962
C -7.19162 -1.65299 8.65238
F -6.41295 -1.34506 9.68949
F -7.08405 -2.96781 8.41841
F -8.44916 -1.37921 8.96360
H -4.16124 1.42866 7.20698
H -4.29501 1.69629 5.45851
H -5.74224 1.70759 6.47730
H -3.94547 -0.70667 5.92807
H -5.54562 -0.45758 5.23187
C 8.43388 -2.57900 3.39519
C 7.45515 -2.08705 2.35303
O 7.96751 -0.93028 1.65777
C 8.81334 -1.17671 0.67071
O 9.18615 -2.24181 0.28311
C 9.25049 0.15289 0.02159
F 9.54010 1.07219 0.94166
F 8.25392 0.62473 -0.74519
F 10.31443 -0.03255 -0.74540
H 8.68891 -1.77623 4.08677
H 7.99438 -3.40083 3.95906
H 9.35399 -2.93234 2.93193
H 6.53060 -1.74676 2.81406
H 7.21185 -2.86464 1.63010

Output
HOMO energy   -11.61 eV
DFT total energy   -163362.4976 eV
Gap between HOMO and LUMO   0.2373 hartree
Max |F|   1.0 eV/A
Charge   +1
LUMO energy   -5.2 eV

=====

An isolated ion of composition C3H6N3O2 and charge +1 at a distorted geometry, computed with ωB97M-V/def2-TZVPD.

Atoms and positions in Å:
H 0.29759 0.65398 2.74195
N -0.24041 0.21884 2.03544
C -0.84068 -0.93051 1.71906
O -1.37427 -1.63364 2.55422
C -1.10345 -1.20378 0.27039
N -0.23993 -0.26621 -0.51918
O -0.17317 -0.46720 -1.90648
C 0.32750 0.79117 -0.05131
N 1.25354 1.66230 -0.28203
H -0.67947 -2.12730 -0.09072
H -2.11246 -1.17038 -0.00361
H -0.87974 0.04736 -2.38204
H 1.39580 2.45448 0.28208
H 1.34721 2.01017 -1.26409

Output
HOMO energy (spin up / spin down)   -14.35 / -14.34 eV
DFT total energy   -11761.0647 eV
Gap between HOMO and LUMO (spin up / spin down)   0.2898 / 0.2896 hartree
Energy above the lowest of the compared OMol25 structures with the same formula, charge and spin   5.175 eV
Max |F|   6.5 eV/A
Charge   +1
SMILES   [H]/N=C(\[O-])C[N+](O)=C=[NH2+]
LUMO energy (spin up / spin down)   -6.5 / -6.5 eV

=====

A 2-piece molecular cluster, C3H8N4S overall at a distorted geometry, computed with ωB97M-V/def2-TZVPD.

Atoms and positions in Å:
C 0.87882 0.78505 0.83907
C 2.28485 -0.41144 -2.06817
C -1.65368 -0.69782 0.26681
N 1.41099 0.49652 -0.21653
N 1.32066 -0.21351 -1.29165
N 0.91397 1.58151 1.83009
N -2.61430 0.04549 0.64234
S -1.55062 -1.16748 -1.37900
H 2.07113 -0.84900 -3.11256
H 3.36104 -0.23629 -1.63463
H -1.11354 -1.30125 0.97861
H 1.64942 1.57365 2.58139
H 0.17284 2.19479 2.27816
H -2.90078 0.21714 1.62138
H -3.38390 0.30168 0.01305
H -0.84691 -2.31904 -1.34834

Output
HOMO energy   -18.02 eV
DFT total energy   -20014.8516 eV
Gap between HOMO and LUMO   0.3284 hartree
Energy above the lowest of the compared OMol25 structures with the same formula, charge and spin   2.398 eV
Max |F|   4.6 eV/A
Charge   +2
LUMO energy   -9.1 eV

=====

Which value of max |F| does entry 4 give?
1.0 eV/A

=====

Look up the DFT total energy of the first one.
-172986.9344 eV

=====

What is the max |F| in the first record?
4.3 eV/A

=====

Which of these has the lowest max |F|?
C27H42BrF7N2O11PS